No. 1
98
Properties=species:S:1:pos:R:3:mulliken_charge:R:1 method="wB97M-V/def2-TZVPD" s2=6.033 multiplicity=5 total_charge=-2 relative_energy_kj_mol=0.0
Cr -1.3684 -1.4253 -0.0402 0.11
N -2.1461 5.9934 3.8990 -0.62
C -1.6185 5.2913 2.7992 0.97
C -1.1220 3.9980 2.9629 -0.15
C -0.5591 3.3257 1.8916 -0.68
C -0.5013 3.9271 0.6395 -0.55
C -0.9832 5.2135 0.4716 -0.43
C -1.5398 5.8920 1.5466 -0.93
S 0.2805 3.0262 -0.6797 1.67
O 0.1193 3.7963 -1.8911 -0.81
O 1.6423 2.7929 -0.2471 -0.78
N -0.4620 1.6317 -0.6384 0.12
C -1.7517 1.5408 -0.9919 -0.36
N -2.2776 0.2853 -0.9491 1.20
C -3.5293 0.0983 -1.3634 -0.56
C -4.3151 1.1520 -1.8028 -0.88
C -3.7245 2.4052 -1.7478 -0.72
N -2.4878 2.6216 -1.3385 -0.42
H -2.5103 5.3917 4.6220 0.25
H -2.8235 6.6950 3.6415 0.23
H -1.1760 3.5183 3.9346 0.15
H -0.1831 2.3154 2.0131 0.52
H -0.9380 5.6591 -0.5131 0.54
H -1.9238 6.8984 1.4137 0.29
H -3.8999 -0.9233 -1.3250 0.13
H -5.3245 0.9886 -2.1504 0.45
H -4.2814 3.2926 -2.0450 0.39
S -2.9796 -6.0681 -0.7999 -0.62
As -2.8061 -4.0095 -0.3249 0.28
S -1.9854 -2.7927 -1.9698 -0.53
S -1.2790 -3.5354 1.1844 -0.42
S -4.6941 -3.1050 0.2922 -0.62
C -5.7151 0.1682 1.2932 -0.93
N -4.3565 -0.2039 1.6370 0.28
C -3.3292 0.5584 1.9693 0.58
S -1.7836 -0.1578 2.1985 -0.48
N -3.4165 1.8897 2.2069 0.05
C -4.4701 2.8359 1.8848 -0.75
H -6.1846 -0.7471 0.9355 0.21
H -5.7612 0.9047 0.4905 0.34
H -6.2668 0.5328 2.1613 0.33
H -4.1207 -1.1650 1.3171 -0.27
H -2.4910 2.2909 2.2704 -0.39
H -5.4084 2.5785 2.3702 0.37
H -4.6319 2.9331 0.8109 0.15
H -4.1463 3.8033 2.2684 0.25
C 3.2610 -5.5461 -0.7183 -0.75
C 2.4937 -5.2397 0.5640 -0.97
C 2.3229 -3.7253 0.7599 -0.54
C 2.2094 -2.9838 -0.5872 1.07
C 1.5337 -3.9095 -1.6094 -0.23
C 2.4531 -5.0904 -1.9457 -0.92
P 1.2663 -1.4054 -0.4598 0.91
C 2.0566 -0.4084 0.8881 2.76
C 1.7022 -0.8810 2.3032 -1.19
C 1.8542 0.2896 3.2877 -0.69
C 2.9920 1.2356 2.8646 -0.42
C 4.0870 0.4443 2.1519 -1.07
C 3.5612 -0.1119 0.8124 -0.74
C 1.7482 -0.4054 -1.9500 1.21
C 0.7101 -0.5514 -3.0731 -0.05
C 1.1267 0.3008 -4.2672 -0.90
C 2.4437 -0.2155 -4.8854 -0.85
C 3.2210 -1.0982 -3.9040 -0.87
C 3.1956 -0.5081 -2.4966 -0.83
H 3.4936 -6.6121 -0.7894 0.47
H 4.2224 -5.0198 -0.6880 0.28
H 3.0039 -5.6681 1.4312 0.54
H 1.5064 -5.7075 0.5162 0.33
H 3.1708 -3.3232 1.3223 0.12
H 1.4214 -3.5554 1.3486 -0.08
H 3.2238 -2.7566 -0.9408 0.44
H 1.2630 -3.3773 -2.5217 -0.20
H 0.5897 -4.2550 -1.1820 0.00
H 3.1406 -4.8076 -2.7508 0.21
H 1.8469 -5.9182 -2.3213 0.52
H 1.5274 0.5415 0.7435 -1.86
H 2.3691 -1.6939 2.5978 0.49
H 0.6890 -1.2874 2.3479 0.21
H 2.0550 -0.1060 4.2885 0.57
H 0.9088 0.8365 3.3447 -0.13
H 3.3928 1.7625 3.7354 0.57
H 2.6116 1.9965 2.1793 0.00
H 4.4095 -0.3792 2.7991 0.37
H 4.9688 1.0660 1.9744 0.53
H 4.1220 -1.0151 0.5489 0.05
H 3.7354 0.6259 0.0267 0.28
H 1.6011 0.6105 -1.5693 -0.30
H -0.2629 -0.2339 -2.6929 -0.25
H 0.5787 -1.5916 -3.3824 0.04
H 1.2476 1.3340 -3.9244 0.23
H 0.3343 0.3105 -5.0187 0.52
H 3.0730 0.6314 -5.1768 0.37
H 2.2387 -0.7802 -5.7994 0.34
H 4.2537 -1.2217 -4.2455 0.48
H 2.7820 -2.1001 -3.8769 0.10
H 3.6391 0.4930 -2.5242 0.42
H 3.8352 -1.1008 -1.8429 0.45

=====

No. 2
88
Properties=species:S:1:pos:R:3:mulliken_charge:R:1 method="wB97M-V/def2-TZVPD" s2=15.760 multiplicity=8 total_charge=+1 relative_energy_kj_mol=0.0
C -0.6866 -0.0731 -2.3543 -0.51
C -0.9652 1.9900 -1.2529 1.10
C -1.4972 0.3219 -3.4190 -0.82
C -1.6234 2.4921 -2.4077 -0.95
C -1.9319 1.6520 -3.4605 -0.78
H -1.7398 -0.3958 -4.1985 0.49
H -1.8946 3.5469 -2.3972 0.49
H -2.4982 2.0196 -4.3136 0.41
N -0.4381 0.7156 -1.2921 1.07
P 1.7048 -1.4786 -1.7591 0.86
P -0.4784 2.3826 1.5755 0.37
C -0.0748 -1.4851 -2.3093 -0.63
H -0.6545 -2.0761 -1.5758 0.21
H -0.1817 -1.9931 -3.2793 0.49
C -0.8515 2.8104 -0.0844 -1.47
H -1.0186 3.8802 -0.2596 0.12
C -2.2121 2.1650 2.3791 1.88
C 0.5827 3.8749 2.2273 1.84
C 2.0485 -3.2946 -1.2679 1.77
C 2.5914 -0.9146 -3.3256 1.82
C -2.0243 1.2579 3.6074 -1.56
H -1.3224 1.6903 4.3352 0.28
H -2.9920 1.1270 4.1142 0.49
H -1.6550 0.2644 3.3205 0.17
C -2.8025 3.5179 2.7767 -1.97
H -2.2311 4.0106 3.5750 0.33
H -2.8905 4.1892 1.9114 0.38
H -3.8201 3.3499 3.1638 0.52
C -3.1504 1.4961 1.3653 -1.28
H -4.1184 1.2835 1.8456 0.65
H -3.3352 2.1465 0.5010 0.33
H -2.7468 0.5468 0.9999 -0.33
C 0.8061 3.6519 3.7335 -1.77
H 1.2456 2.6662 3.9470 0.22
H 1.5094 4.4088 4.1074 0.51
H -0.1187 3.7521 4.3159 0.28
C 1.9480 3.8804 1.5125 -1.59
H 2.5465 2.9782 1.7132 0.19
H 1.8516 4.0014 0.4262 0.26
H 2.5279 4.7363 1.8913 0.56
C -0.0909 5.2254 1.9762 -1.80
H -1.0723 5.3175 2.4521 0.28
H 0.5524 6.0055 2.4109 0.54
H -0.1916 5.4472 0.9078 0.34
C 4.1046 -1.1416 -3.1400 -1.73
H 4.6212 -0.7417 -4.0252 0.51
H 4.4998 -0.6133 -2.2630 0.18
H 4.3622 -2.2059 -3.0653 0.30
C 2.3239 0.5945 -3.5136 -1.45
H 1.2680 0.7933 -3.7391 0.34
H 2.6195 1.1875 -2.6360 0.08
H 2.9219 0.9444 -4.3709 0.53
C 2.1088 -1.6358 -4.5879 -1.77
H 2.7010 -1.2540 -5.4336 0.53
H 2.2669 -2.7190 -4.5493 0.28
H 1.0552 -1.4282 -4.8118 0.32
C 0.8941 -3.8208 -0.3903 -1.83
H -0.0377 -3.9350 -0.9590 0.33
H 1.1699 -4.8186 -0.0149 0.62
H 0.6911 -3.1829 0.4832 0.21
C 3.3529 -3.3451 -0.4493 -1.52
H 3.2922 -2.7542 0.4780 0.16
H 3.5415 -4.3905 -0.1620 0.49
H 4.2233 -2.9982 -1.0198 0.30
C 2.1812 -4.1792 -2.5096 -1.95
H 1.2878 -4.1328 -3.1474 0.32
H 3.0757 -3.9440 -3.1025 0.35
H 2.2874 -5.2228 -2.1740 0.54
Eu 1.2595 0.2105 0.6120 0.87
C 3.6379 1.0833 -0.3974 0.18
O 4.5843 1.6286 -0.7667 -0.21
N -0.6554 -1.0724 1.3334 -0.27
C -1.7408 -1.5413 1.2826 0.33
C -2.8947 -2.3640 1.3917 0.42
C -2.8035 -3.5573 2.1367 -0.37
C -4.1077 -2.0305 0.7526 -0.14
C -3.9279 -4.3651 2.3138 -0.66
H -1.8373 -3.8355 2.5689 0.40
C -5.2352 -2.8316 0.9488 -0.77
H -4.1393 -1.1569 0.0991 0.46
C -5.1520 -3.9851 1.7427 -0.34
H -3.8413 -5.2864 2.9002 0.39
H -6.1807 -2.5560 0.4723 0.39
H -6.0423 -4.5967 1.9079 0.40
N 2.7526 -0.4038 2.7039 -0.71
H 2.6758 0.2781 3.4647 0.22
H 3.7344 -0.4459 2.4173 0.27
H 2.4952 -1.3197 3.0838 0.25

=====

No. 3
101
Properties=species:S:1:pos:R:3:mulliken_charge:R:1 method="wB97M-V/def2-TZVPD" total_charge=0 relative_energy_kj_mol=332.5
C 0.6961 0.8010 3.2541 -1.25
C 1.0481 2.2620 3.4861 1.86
C -0.2109 3.1210 3.5851 -0.04
O 0.0911 3.8820 4.7501 -0.41
C 1.0131 3.4170 5.4611 0.68
O 1.3021 3.7250 6.5701 -0.61
O 1.5841 2.4940 4.8041 -0.47
H 0.3901 0.4650 2.2521 -0.10
H -0.0009 0.4240 3.9221 0.79
H 1.6861 0.2650 3.3591 0.18
H 1.7411 2.6380 2.6791 -1.08
H -1.1579 2.6800 3.7681 0.01
H -0.3899 3.9170 2.8131 0.27
C -1.4939 1.4210 -1.5039 -1.30
C -1.4519 0.7510 -2.8259 1.80
C -2.6449 -0.0020 -3.2309 -0.51
O -3.4839 0.9340 -3.8249 -0.32
C -2.8019 1.9630 -4.0809 0.40
O -3.3329 3.0030 -4.4199 -0.63
O -1.4359 1.7590 -3.8689 -0.39
H -2.5089 1.6530 -1.1339 0.48
H -0.7949 2.2610 -1.4189 0.18
H -1.1499 0.8560 -0.6879 -0.15
H -0.6139 0.1980 -3.0879 -0.27
H -3.1369 -0.5150 -2.4129 0.20
H -2.4379 -0.7240 -4.0189 0.42
C 2.4101 -2.2370 1.2151 -1.10
C 1.7881 -2.0190 -0.2049 0.72
C 0.5971 -1.0970 -0.4129 2.36
O 1.1711 -0.0020 -1.1719 0.58
C 2.4231 -0.2790 -1.4879 0.24
O 3.0711 0.4170 -2.2639 -0.67
O 2.6921 -1.4370 -1.0559 -0.41
H 2.9421 -1.4420 1.6681 0.24
H 3.0251 -3.0950 1.2211 0.49
H 1.5931 -2.5110 1.9251 -0.05
H 1.2751 -2.8310 -0.5949 0.10
H 0.1081 -0.7270 0.5261 -1.67
H -0.2689 -1.6900 -0.9739 -0.68
C 0.1481 -2.5450 -3.9909 -1.47
C -1.0119 -3.3080 -3.2869 1.01
C -1.3429 -4.6860 -3.8599 -0.57
O -0.9249 -5.6130 -2.9109 -0.31
C -0.3869 -5.0170 -1.9419 0.46
O 0.1871 -5.7030 -1.0929 -0.62
O -0.5359 -3.7190 -1.9849 -0.17
H -0.0249 -2.3300 -5.0549 0.39
H 0.9001 -3.2840 -4.0519 0.65
H 0.4871 -1.7530 -3.3469 -0.09
H -1.9609 -2.8020 -3.2209 -0.07
H -0.8839 -4.9090 -4.8449 0.30
H -2.4159 -4.6650 -3.8849 0.39
C -5.1679 -1.5430 3.7541 -1.50
C -4.5049 -0.4530 2.7931 0.27
C -3.0839 -0.1490 3.2631 -0.32
O -2.5189 -0.1000 1.9641 0.24
C -3.1439 -0.6430 1.0141 0.05
O -2.7109 -0.9080 -0.1029 -0.41
O -4.3559 -0.9790 1.4911 -0.44
H -5.2649 -0.9610 4.6691 0.47
H -4.6299 -2.4390 4.0901 0.30
H -6.1359 -1.8320 3.3551 0.38
H -5.1519 0.4280 2.7331 0.44
H -2.7609 -0.8550 4.0481 0.14
H -3.0449 0.7310 3.9851 0.33
C 1.1901 -3.2150 4.7431 -0.67
O 0.6021 -3.9280 3.7041 -0.33
C -0.5779 -3.4810 3.2791 0.77
O -1.1779 -2.2850 3.7761 -0.54
O -1.1229 -4.2220 2.4551 -0.32
C -2.1649 -3.7320 1.6541 0.38
H 1.9321 -3.8430 5.1261 0.32
H 0.5281 -2.9500 5.5591 0.33
H 1.7031 -2.3610 4.4341 0.21
H -1.7809 -3.0260 0.8631 -0.31
H -2.9859 -3.1060 2.0751 -0.17
H -2.6679 -4.5970 1.1521 0.35
C 4.3091 1.3670 1.2921 -0.81
C 4.3721 2.9730 1.1681 -0.78
C 3.6811 3.4310 -0.1649 -0.26
C 2.2711 3.4210 0.1251 0.33
N 1.1201 3.3810 0.2891 -0.55
H 3.3731 1.0620 1.6861 -0.03
H 5.0511 1.0820 1.9191 0.59
H 4.4371 0.8500 0.3191 0.27
H 5.3621 3.3800 1.1781 0.43
H 3.9941 3.3570 2.1611 0.36
H 3.9581 2.7720 -0.9709 0.17
H 4.0141 4.4100 -0.4439 0.45
C 1.0961 4.9080 -5.1599 -1.52
C 0.7691 3.9580 -3.9889 0.11
C 1.5411 2.6330 -4.1349 1.14
C 2.9541 2.7320 -4.2839 0.05
N 4.0961 2.7430 -4.4669 -0.64
H 0.9001 4.4130 -6.0999 0.38
H 2.1591 5.0680 -5.2169 0.37
H 0.6591 5.8690 -5.1519 0.42
H -0.3199 3.8330 -3.9759 0.17
H 1.0431 4.4590 -2.9889 0.09
H 1.0041 1.9770 -4.8549 0.31
H 1.5891 2.0040 -3.2239 -0.78